Below is a molecular structure, C49H44N3O5Zr, with properties calculated with ωB97M-V/def2-TZVPD.

Geometry as ORCA input:
```
! wB97M-V def2-TZVPD RIJCOSX def2/J DEFGRID3
* xyz 1 1
Zr 0.159 0.093 0.647
O -0.576 -1.296 -0.554
C -1.463 -1.077 -1.655
C -1.332 0.417 -2.032
C 0.081 0.784 -2.414
C 0.454 0.884 -3.742
C 1.781 1.139 -4.038
C 2.700 1.236 -3.012
C 2.288 1.084 -1.695
C 3.295 1.094 -0.570
C 3.268 -0.142 0.358
O 2.080 -0.024 1.111
C 4.452 -0.111 1.322
C 5.755 -0.123 0.833
C 6.837 -0.105 1.697
C 6.630 -0.079 3.070
C 5.335 -0.074 3.563
C 4.249 -0.088 2.696
C 3.266 -1.469 -0.390
C 3.948 -1.634 -1.593
C 4.006 -2.873 -2.213
C 3.382 -3.971 -1.636
C 2.702 -3.817 -0.437
C 2.649 -2.575 0.180
N 0.983 0.902 -1.418
C -1.013 -1.904 -2.848
C -1.899 -2.126 -3.896
C -1.482 -2.777 -5.047
C -0.172 -3.219 -5.158
C 0.711 -3.011 -4.109
C 0.297 -2.355 -2.957
C -2.874 -1.452 -1.224
C -3.957 -0.588 -1.305
C -5.234 -1.021 -0.957
C -5.436 -2.324 -0.534
C -4.354 -3.194 -0.449
C -3.085 -2.760 -0.791
H -1.687 1.064 -1.224
H -1.990 0.633 -2.877
H -0.287 0.745 -4.516
H 2.104 1.231 -5.067
H 3.749 1.401 -3.217
H 3.094 1.953 0.078
H 4.284 1.255 -0.999
H 5.935 -0.166 -0.235
H 7.843 -0.117 1.298
H 7.472 -0.069 3.747
H 5.161 -0.061 4.631
H 3.244 -0.084 3.091
H 4.451 -0.794 -2.054
H 4.544 -2.984 -3.145
H 3.426 -4.939 -2.117
H 2.214 -4.664 0.027
H 2.136 -2.482 1.132
H -2.929 -1.798 -3.811
H -2.184 -2.948 -5.853
H 0.157 -3.731 -6.053
H 1.732 -3.362 -4.180
H 0.999 -2.207 -2.148
H -3.827 0.432 -1.642
H -6.071 -0.338 -1.037
H -6.430 -2.668 -0.280
H -4.503 -4.217 -0.128
H -2.247 -3.444 -0.743
C 1.123 3.880 2.678
C 0.671 2.455 2.567
O 0.297 2.112 1.419
C 0.701 1.560 3.711
C 1.171 2.103 4.933
C 1.242 1.363 6.084
C 0.830 0.026 6.049
C 0.364 -0.546 4.890
C 0.298 0.194 3.701
O -0.152 -0.415 2.625
H 0.991 4.356 1.711
H 2.174 3.914 2.966
H 0.560 4.424 3.437
H 1.494 3.132 4.959
H 1.610 1.803 6.999
H 0.883 -0.574 6.949
H 0.054 -1.581 4.859
C -3.243 -0.761 2.470
C -2.976 0.537 1.781
O -2.038 0.685 0.975
N -3.783 1.568 2.045
C -3.590 2.909 1.503
C -3.987 3.055 0.053
C -5.319 3.290 -0.271
C -5.674 3.433 -1.602
C -4.675 3.355 -2.558
C -3.375 3.134 -2.134
N -3.017 2.977 -0.860
H -2.488 -1.489 2.192
H -4.222 -1.123 2.160
H -3.236 -0.623 3.552
H -4.477 1.431 2.762
H -2.563 3.247 1.647
H -4.236 3.548 2.107
H -6.060 3.357 0.514
H -6.703 3.615 -1.882
H -4.892 3.475 -3.610
H -2.578 3.089 -2.870
*
```

Calculated values
Kohn-Sham gap	7.93	eV
M	846.1	g/mol
energy	-2481.2543	Eh